Entry 1:
Molecular formula: C38H53IrN5O2SSbSi3
Method: DFT, wB97M-V/def2-TZVPD

**E_HOMO**: -7.1 eV
**LUMO level**: -0.23 eV

Geometry as ORCA input:
```
! wB97M-V def2-TZVPD RIJCOSX def2/J DEFGRID3
* xyz 0 1
Ir -0.13 -0.17 0.12
C 4.43 0.65 -2.02
Sb 2.33 0.13 -2.14
C 1.99 -0.28 -0.02
C 2.67 0.70 0.90
C 2.88 0.38 2.25
C 3.49 1.28 3.10
C 3.89 2.51 2.60
C 3.69 2.74 1.26
N 3.11 1.88 0.43
Si 2.89 -2.01 0.23
C 4.73 -1.74 0.67
C 2.32 -3.05 1.70
C 3.10 -3.03 -1.34
C 1.39 2.14 -2.47
C 0.91 2.87 -1.24
C 1.09 4.27 -1.17
C 0.69 5.00 -0.08
C 0.04 4.34 0.96
C -0.18 2.99 0.80
N 0.25 2.26 -0.23
Si -0.12 1.73 -3.57
C -1.29 3.20 -3.64
C 0.35 1.24 -5.32
C -0.99 0.23 -2.85
Si 2.64 3.13 -3.54
C 1.86 4.51 -4.56
C 3.96 3.96 -2.47
C 3.46 2.02 -4.83
H 4.85 0.08 -1.19
H 4.59 1.70 -1.81
H 4.92 0.35 -2.94
H 2.57 -0.59 2.63
H 3.65 1.03 4.15
H 4.37 3.25 3.23
H 4.00 3.68 0.81
H 4.94 -1.00 1.44
H 5.35 -1.52 -0.20
H 5.07 -2.71 1.05
H 2.99 -2.90 2.56
H 2.37 -4.10 1.43
H 1.30 -2.86 2.01
H 3.92 -2.64 -1.95
H 2.22 -3.13 -1.96
H 3.41 -4.04 -1.02
H 1.56 4.79 -1.98
H 0.85 6.07 -0.04
H -0.33 4.86 1.83
H -0.78 2.47 1.53
H -0.91 3.97 -4.33
H -1.43 3.68 -2.67
H -2.26 2.89 -4.01
H 0.75 2.05 -5.92
H -0.56 0.89 -5.81
H 1.06 0.41 -5.32
H -0.71 0.16 -1.79
H -0.65 -0.71 -3.29
H -2.08 0.25 -2.84
H 1.32 5.26 -3.98
H 1.18 4.13 -5.32
H 2.67 5.02 -5.09
H 3.90 3.64 -1.43
H 3.85 5.05 -2.49
H 4.95 3.72 -2.85
H 3.07 2.27 -5.82
H 3.33 0.95 -4.69
H 4.54 2.22 -4.84
O -4.39 -2.19 0.61
C -3.25 -2.20 0.13
O -2.64 -1.24 -0.40
C -2.46 -3.51 0.23
C -3.16 -4.66 0.60
C -2.54 -5.90 0.68
C -1.19 -6.00 0.41
C -0.47 -4.86 0.07
C -1.09 -3.61 -0.04
S 0.03 -2.35 -0.58
H -4.21 -4.54 0.82
H -3.11 -6.77 0.97
H -0.68 -6.95 0.47
H 0.60 -4.93 -0.13
C -3.50 -0.04 2.50
C -3.41 0.73 1.24
N -2.33 1.14 0.60
C -2.79 1.80 -0.53
C -4.14 1.76 -0.57
N -4.52 1.09 0.56
H -2.64 0.15 3.13
H -3.59 -1.11 2.27
H -4.39 0.26 3.06
H -2.12 2.24 -1.23
H -4.85 2.13 -1.29
H -5.45 0.78 0.79
C -0.56 -0.92 4.82
C -0.96 -1.88 3.91
C -0.78 -1.65 2.56
N -0.23 -0.52 2.09
C 0.14 0.42 2.97
C -0.01 0.26 4.33
H -0.68 -1.07 5.88
H -1.41 -2.81 4.22
H -1.11 -2.37 1.83
H 0.59 1.31 2.57
H 0.32 1.05 4.99
*
```

***

Entry 2:
Molecular formula: C38H53IrN6O4P2S2
Method: DFT, wB97M-V/def2-TZVPD

**E_HOMO (alpha / beta)**: -7.6 / -7.6 eV
**LUMO level (alpha / beta)**: -0.93 / -1.08 eV

Geometry as ORCA input:
```
! wB97M-V def2-TZVPD RIJCOSX def2/J DEFGRID3
* xyz 0 1
Ir -0.08 0.37 0.45
C 0.59 5.01 -1.10
C 0.32 3.84 -0.15
C 1.21 3.96 1.09
P 0.54 2.15 -0.87
C -0.45 2.05 -2.43
C 0.19 2.53 -3.72
C -1.83 2.68 -2.20
C 2.29 2.07 -1.22
C 2.99 2.95 -2.07
C 4.35 2.84 -2.27
C 5.09 3.81 -3.15
C 5.01 1.79 -1.62
C 4.36 0.91 -0.78
C 2.97 1.05 -0.55
N 2.23 0.18 0.18
C 2.70 -0.97 0.80
C 3.71 -1.07 1.74
C 3.96 -2.31 2.32
C 3.20 -3.44 2.01
C 3.46 -4.76 2.68
C 2.18 -3.31 1.07
C 1.95 -2.09 0.45
P 0.67 -1.59 -0.75
C -0.29 -3.16 -0.96
C -1.63 -3.04 -1.70
C 0.54 -4.27 -1.61
C 1.49 -1.20 -2.36
C 2.78 -1.95 -2.64
C 0.51 -1.30 -3.54
H 0.19 5.92 -0.66
H 0.13 4.89 -2.08
H 1.66 5.16 -1.24
H -0.73 3.91 0.13
H 2.26 3.97 0.80
H 1.09 3.13 1.80
H 1.00 4.89 1.62
H -0.61 0.98 -2.50
H 0.30 3.61 -3.76
H -0.44 2.23 -4.56
H 1.18 2.08 -3.88
H -1.77 3.77 -2.08
H -2.33 2.26 -1.33
H -2.47 2.49 -3.06
H 2.45 3.73 -2.59
H 4.45 4.20 -3.94
H 5.95 3.33 -3.63
H 5.47 4.66 -2.58
H 6.07 1.65 -1.79
H 4.90 0.10 -0.32
H 4.26 -0.19 2.04
H 4.75 -2.39 3.06
H 4.48 -4.80 3.08
H 3.34 -5.59 1.99
H 2.78 -4.92 3.51
H 1.58 -4.18 0.84
H -0.50 -3.44 0.08
H -1.47 -2.94 -2.77
H -2.22 -2.18 -1.39
H -2.22 -3.94 -1.53
H 0.57 -4.13 -2.70
H 0.06 -5.23 -1.42
H 1.56 -4.31 -1.25
H 1.74 -0.14 -2.24
H 2.59 -2.96 -3.01
H 3.42 -2.03 -1.76
H 3.34 -1.42 -3.41
H 0.35 -2.34 -3.83
H 0.92 -0.78 -4.40
H -0.47 -0.86 -3.32
N -1.24 1.88 1.76
C -2.53 1.48 2.31
C -2.62 0.59 3.37
C -3.87 0.04 3.68
C -5.00 0.40 2.94
C -4.91 1.39 1.98
C -3.67 1.92 1.66
S -6.52 -0.56 3.05
O -6.57 -1.03 4.42
O -6.27 -1.62 2.08
O -7.57 0.35 2.64
H -0.56 2.04 2.50
H -1.38 2.73 1.24
H -1.73 0.28 3.90
H -3.98 -0.70 4.47
H -5.80 1.69 1.46
H -3.58 2.64 0.85
C -4.95 -1.01 -0.08
N -3.78 -1.43 0.69
C -3.89 -2.39 1.65
C -2.84 -2.80 2.38
C -1.61 -2.13 2.18
N -1.52 -1.18 1.26
C -2.58 -0.81 0.51
O -2.38 0.08 -0.36
N -0.51 -2.43 2.87
H -5.60 -1.87 -0.21
H -4.61 -0.63 -1.04
H -5.50 -0.24 0.46
H -4.88 -2.79 1.80
H -2.95 -3.55 3.14
H -0.59 -3.02 3.69
H 0.27 -1.77 2.82
S 1.32 1.73 4.79
C 1.03 0.74 3.54
N 0.83 0.08 2.58
*
```

***

Entry 3:
Molecular formula: C38H53N5O2RuS
Method: DFT, wB97M-V/def2-TZVPD

**E_HOMO (alpha / beta)**: -12.9 / -13.3 eV
**<S²>**: 6.134
**LUMO level (alpha / beta)**: -5.96 / -8.67 eV

Geometry as ORCA input:
```
! wB97M-V def2-TZVPD RIJCOSX def2/J DEFGRID3
* xyz 2 5
Ru -0.76 -1.41 -0.61
C 4.82 1.89 1.53
C 4.45 2.65 0.20
C 4.00 4.12 0.48
C 5.69 2.60 -0.69
C 3.31 1.88 -0.41
C 2.22 1.41 0.29
C 1.27 0.63 -0.38
N 0.11 0.15 0.24
C -0.47 0.53 1.41
C -0.37 1.79 1.99
C -1.26 2.26 2.97
C -2.18 1.36 3.47
C -2.21 0.03 3.05
C -1.51 -0.36 1.88
O -1.94 -1.36 1.13
C -3.25 -0.95 3.62
C -2.91 -2.46 3.44
C -3.57 -0.50 5.06
C -4.52 -0.81 2.69
C -1.31 3.75 3.37
C -1.45 3.82 4.91
C -0.06 4.50 2.97
C -2.55 4.44 2.63
C 1.42 0.15 -1.66
O 0.59 -0.76 -2.02
C 2.51 0.62 -2.41
C 3.37 1.61 -1.77
C 2.62 0.32 -3.85
C 2.60 -1.20 -4.09
C 3.82 1.04 -4.53
C 1.35 0.86 -4.53
H 5.83 2.39 1.84
H 5.01 0.88 1.31
H 4.07 2.05 2.38
H 4.73 4.51 1.21
H 3.00 4.10 0.84
H 4.04 4.75 -0.41
H 6.52 2.92 -0.11
H 5.61 3.21 -1.57
H 5.86 1.54 -1.00
H 2.17 1.65 1.35
H 0.42 2.40 1.62
H -2.88 1.66 4.17
H -2.08 -2.81 4.09
H -2.71 -2.75 2.45
H -3.84 -2.96 3.78
H -2.69 -0.18 5.58
H -3.92 -1.40 5.59
H -4.38 0.21 5.09
H -4.22 -0.80 1.64
H -5.04 0.08 2.84
H -5.22 -1.67 2.87
H -0.61 3.37 5.42
H -2.42 3.35 5.27
H -1.56 4.90 5.16
H 0.80 4.06 3.51
H -0.16 5.53 3.30
H 0.17 4.58 1.89
H -3.54 4.01 2.89
H -2.35 4.39 1.57
H -2.49 5.49 3.01
H 4.02 2.19 -2.41
H 3.50 -1.62 -3.60
H 2.72 -1.41 -5.15
H 1.68 -1.63 -3.62
H 4.74 0.68 -4.08
H 3.78 2.11 -4.35
H 3.90 0.89 -5.60
H 0.44 0.32 -4.19
H 1.41 0.68 -5.63
H 1.22 1.90 -4.29
C -4.95 -2.32 -5.75
C -4.00 -2.71 -4.69
N -3.59 -1.55 -3.94
C -2.79 -1.69 -2.88
S -2.49 -0.37 -1.81
N -2.38 -2.94 -2.52
N -1.47 -2.95 -1.58
C -0.82 -4.16 -1.25
C -1.33 -5.49 -1.81
C 0.26 -4.11 -0.26
C 0.97 -5.20 0.18
C 2.01 -5.01 1.08
C 2.34 -3.74 1.46
C 1.53 -2.70 1.04
N 0.50 -2.80 0.21
H -4.73 -2.83 -6.70
H -4.84 -1.23 -5.95
H -6.02 -2.56 -5.51
H -3.05 -3.08 -5.11
H -4.32 -3.52 -4.00
H -3.83 -0.57 -4.13
H -0.71 -6.06 -2.50
H -2.29 -5.30 -2.36
H -1.61 -6.14 -0.97
H 0.68 -6.19 -0.21
H 2.54 -5.86 1.44
H 3.21 -3.46 2.04
H 1.80 -1.64 1.37
*
```

***

Entry 4:
Molecular formula: C38H53N8P2ReS
Method: DFT, wB97M-V/def2-TZVPD

**E_HOMO (alpha / beta)**: -9.7 / -9.8 eV
**<S²>**: 0.844
**LUMO level (alpha / beta)**: -3.18 / -3.91 eV

Geometry as ORCA input:
```
! wB97M-V def2-TZVPD RIJCOSX def2/J DEFGRID3
* xyz 1 2
Re -0.40 0.56 -0.08
C -1.24 -3.33 -1.33
C -0.04 -2.73 -0.60
C 0.88 -1.86 -1.45
P -0.47 -1.64 0.84
C -1.81 -2.58 1.69
C -1.50 -4.05 2.03
C -2.29 -1.86 2.95
C 1.05 -1.63 1.81
C 1.56 -2.71 2.53
C 2.71 -2.59 3.31
C 3.25 -3.74 4.09
C 3.32 -1.34 3.35
C 2.85 -0.27 2.61
C 1.73 -0.41 1.80
N 1.19 0.66 1.00
C 1.78 1.95 1.18
C 3.12 2.21 0.92
C 3.59 3.51 1.04
C 2.75 4.56 1.39
C 3.27 5.97 1.49
C 1.40 4.29 1.59
C 0.91 3.00 1.48
P -0.83 2.46 1.39
C -1.41 2.35 3.13
C -2.88 1.96 3.19
C -0.53 1.36 3.89
C -1.67 3.95 0.65
C -2.05 5.04 1.65
C -2.86 3.60 -0.24
H -0.98 -3.74 -2.30
H -1.67 -4.14 -0.75
H -2.03 -2.60 -1.50
H 0.60 -3.54 -0.23
H 0.98 -0.02 -2.25
H 1.71 -1.50 -0.83
H 1.10 -3.47 -2.79
H -2.61 -2.55 0.95
H -1.00 -4.12 2.99
H -2.43 -4.61 2.11
H -0.87 -4.55 1.29
H -1.50 -1.82 3.70
H -2.60 -0.84 2.73
H -3.14 -2.39 3.38
H 1.05 -3.66 2.50
H 2.62 -4.63 3.98
H 4.26 -4.01 3.75
H 3.32 -3.50 5.15
H 4.19 -1.20 3.97
H 3.37 0.68 2.69
H 3.78 1.42 0.61
H 4.64 3.71 0.84
H 4.35 5.99 1.59
H 3.01 6.54 0.60
H 2.84 6.49 2.35
H 0.73 5.11 1.80
H -1.28 3.34 3.56
H -3.07 1.02 2.67
H -3.19 1.83 4.22
H -3.53 2.71 2.74
H -0.56 0.37 3.43
H 0.51 1.68 3.94
H -0.90 1.26 4.92
H -0.88 4.34 -0.01
H -2.91 4.75 2.26
H -1.25 5.32 2.32
H -2.35 5.94 1.10
H -3.70 3.22 0.34
H -3.20 4.51 -0.75
H -2.59 2.87 -1.00
C 1.59 -4.17 -5.62
C 2.67 -4.19 -4.55
N 3.11 -2.87 -4.15
C 2.56 -2.07 -3.22
S 3.19 -0.56 -2.88
N 1.45 -2.55 -2.58
N 0.21 -0.56 -1.83
C -0.86 -0.59 -2.80
C -0.55 -0.89 -4.23
C -2.16 -0.24 -2.36
C -3.29 -0.41 -3.18
C -4.55 -0.17 -2.67
C -4.67 0.26 -1.35
C -3.52 0.48 -0.61
N -2.29 0.26 -1.09
H 1.28 -5.18 -5.88
H 1.95 -3.68 -6.52
H 0.71 -3.62 -5.28
H 3.55 -4.73 -4.89
H 2.33 -4.74 -3.66
H 3.85 -2.43 -4.67
H 0.52 -0.84 -4.42
H -1.02 -0.16 -4.89
H -0.91 -1.88 -4.53
H -3.16 -0.76 -4.19
H -5.42 -0.32 -3.28
H -5.63 0.45 -0.90
H -3.56 0.86 0.40
N 0.80 1.91 -5.57
C 0.68 2.53 -4.60
N 0.56 3.25 -3.50
C 0.31 2.63 -2.42
N 0.07 2.09 -1.41
*
```

***

| no. | F_max (eV/A) |
| --- | --- |
| 1 | 0.53 |
| 2 | 3.17 |
| 3 | 4.07 |
| 4 | 0.70 |